Record 1
The following is a quantum chemistry calculation of 5 unconnected molecules or ions with the total composition CH12NO4 at a distorted geometry, from the OMol25 dataset.

```
18
Properties=species:S:1:pos:R:3:forces:R:3
O -1.426 0.135 -1.649 -0.394 0.094 -0.095
O 0.359 2.465 -0.722 0.426 1.036 -0.982
O 0.686 -0.177 0.401 0.785 1.397 -0.829
O 3.237 -1.607 -0.223 -0.476 0.079 0.248
N -1.223 -0.522 2.006 -1.952 0.605 -2.331
C -2.005 -1.257 1.292 0.560 -0.933 -0.283
H 4.162 -1.538 0.031 0.018 0.036 -0.079
H -2.201 0.023 -2.217 0.155 -0.074 0.001
H 0.699 3.256 -0.285 -0.115 -0.144 0.798
H 3.196 -1.470 -1.168 0.398 -0.116 -0.413
H -1.773 0.066 2.628 0.863 -0.164 0.933
H 0.805 0.759 0.117 -0.344 -0.363 0.139
H -0.398 -0.195 1.351 0.058 -0.497 1.181
H 1.289 -0.626 -0.213 -0.071 -0.596 0.639
H -1.281 1.090 -1.653 0.076 -0.087 0.173
H 0.493 2.808 -1.631 -0.235 -0.877 0.215
H -1.626 -1.603 0.311 -0.150 0.062 0.721
H -2.994 -1.608 1.624 0.397 0.541 -0.036
```
Forces are in eV/Å.

Properties
lowest unoccupied orbital energy: -4.390 eV
net charge: +1
DFT total energy: -400.739705 a.u.
frontier orbital gap: 10.3691 eV
energy above the lowest of the compared OMol25 structures with the same formula, charge and spin: 25.0 kcal/mol

***

Record 2
The following is a quantum chemistry calculation of 13 unconnected molecules or ions with the total composition C83H190N12O13 at a distorted geometry, from the OMol25 dataset.

```
298
Properties=species:S:1:pos:R:3:forces:R:3
O -1.168 7.228 1.660 0.765 0.939 -2.118
O -1.245 -0.456 4.141 -0.642 -0.033 -0.158
O 5.004 -3.641 2.406 2.963 0.961 -0.840
O -4.756 -2.328 -1.645 2.274 -2.468 -0.992
O -0.050 -5.812 -6.703 0.046 -3.374 -1.061
O 0.576 -0.829 1.748 -0.003 0.146 0.699
O -4.182 4.843 -0.525 0.962 0.083 -0.405
O 5.090 1.693 2.738 -0.227 0.701 -0.036
O -7.826 0.654 3.309 0.628 -1.234 -1.507
O 2.468 4.190 -3.750 -0.633 -1.820 -0.195
O 4.813 -8.795 -1.495 0.418 0.909 0.038
O 2.329 -1.785 6.137 0.428 -0.345 0.718
O -0.620 -5.095 3.605 -1.175 1.200 3.206
N 7.323 -3.937 3.717 0.108 0.497 0.741
N -4.408 -5.120 -0.865 -0.671 0.161 1.086
N 0.114 -4.541 -6.440 -1.162 6.652 2.005
N -1.570 6.795 2.861 -1.003 -2.356 3.975
N -4.512 5.246 -1.814 -2.342 1.030 -2.480
N 0.552 -0.283 0.471 0.712 0.211 -3.624
N -7.296 1.849 3.326 2.031 0.678 3.325
N 3.004 1.956 -5.870 -0.075 0.180 -0.587
N 0.558 0.289 6.318 -1.434 -1.273 -0.267
N -2.641 -7.170 2.282 -0.774 0.545 1.261
N 3.584 -8.300 -1.950 -2.657 0.571 -0.926
N 5.098 2.148 1.418 -0.180 -0.609 -2.302
C 6.747 0.387 0.888 -0.450 -0.004 0.295
C 1.746 4.959 -2.803 1.523 0.525 -0.266
C 5.761 -2.446 2.719 -0.306 -0.110 0.182
C -1.186 -3.765 -6.326 0.941 -0.728 1.137
C -4.325 6.913 -3.717 0.503 -1.178 1.371
C -7.992 2.672 4.398 -0.716 3.092 0.199
C -5.042 -1.393 -2.637 -1.329 0.080 0.027
C 1.271 -3.786 -8.562 -1.127 -1.224 -1.806
C -7.770 2.280 5.842 2.706 -1.835 0.852
C 1.803 1.767 4.968 0.610 0.304 -0.716
C -2.226 6.248 -2.467 1.559 -1.301 -1.001
C 1.350 -1.131 -0.514 0.969 1.354 -0.947
C -9.542 2.610 4.292 1.418 -1.257 -1.054
C 2.511 -4.636 -6.599 -0.695 -0.219 -0.450
C 3.003 -7.096 -1.232 1.562 1.545 1.663
C 2.098 2.794 -3.665 1.191 0.604 -0.527
C -0.930 0.511 -1.424 -0.355 1.080 2.094
C -2.169 -5.272 -1.715 1.083 0.153 -0.510
C 1.261 -3.843 -7.043 2.215 -0.574 -0.958
C -0.674 5.669 3.382 0.102 0.762 -0.147
C 2.853 3.331 1.492 -0.076 -0.997 0.176
C -7.494 4.126 4.128 -0.764 0.172 0.347
C 0.797 6.190 3.529 0.096 -0.411 -0.078
C 2.986 1.787 -4.439 -0.579 1.465 0.025
C -5.498 4.670 -4.106 2.714 -0.576 0.702
C -4.603 5.798 -4.687 -1.071 -0.162 0.134
C 7.639 2.695 1.460 -2.096 -0.296 -0.894
C 0.261 -1.596 -6.469 -0.165 -0.436 -1.591
C -1.079 5.098 4.744 -1.182 2.724 1.649
C 6.584 -2.712 3.972 -0.518 2.184 -0.061
C -2.557 7.241 5.120 2.424 -0.797 -0.591
C -1.415 6.330 5.716 -0.295 -0.456 -0.963
C 3.747 -3.587 2.876 -2.347 -0.202 0.924
C -3.702 6.402 -2.366 -1.510 0.973 1.132
C -0.815 0.058 0.072 -1.791 -2.574 -1.109
C -3.581 8.106 3.076 0.290 0.137 -0.052
C -6.010 4.330 3.936 -0.464 0.040 0.614
C -5.278 1.249 1.849 -1.531 -0.711 1.818
C 2.895 -7.471 0.252 0.343 -1.366 -0.230
C -1.365 9.146 3.885 0.408 0.262 -0.282
C -6.120 3.348 -2.125 -1.385 0.533 1.425
C -3.260 -4.336 -1.238 -1.333 -0.360 -0.823
C -0.041 -0.150 -2.371 0.113 -0.407 -2.944
C -0.001 -3.815 3.664 1.123 -0.736 -1.376
C 1.557 -2.421 -6.591 -1.410 1.680 1.784
C -1.953 -3.552 -7.606 -0.067 0.987 -1.085
C 4.445 1.823 -4.013 -0.145 -1.549 0.421
C 2.876 -1.027 -0.143 -0.311 -0.343 1.753
C 1.629 0.317 5.349 -0.016 1.041 1.322
C -0.825 -2.382 -5.718 0.676 0.991 -0.986
C 4.329 3.429 1.147 1.144 -0.059 1.033
C -4.911 1.388 4.381 -0.409 0.803 0.339
C 6.331 2.145 -0.738 0.175 0.011 0.237
C -1.389 1.126 0.977 0.568 0.692 0.232
C 4.446 -7.158 -3.946 2.198 0.997 -1.205
C 1.525 -6.578 -3.261 1.332 -2.443 1.314
C 2.205 -7.791 -4.044 -2.006 0.655 1.552
C -3.821 7.584 -1.378 -0.927 0.771 -0.460
C -2.192 7.845 3.684 -0.216 -0.692 1.518
C 3.786 -5.666 -1.203 1.494 -1.038 -0.588
C 4.420 3.689 -0.326 -0.108 1.803 -1.585
C 2.779 -0.445 5.985 1.376 -0.377 -0.787
C 6.477 1.881 0.772 -0.398 -0.218 0.308
C -5.435 3.388 2.926 -0.147 1.299 0.077
C -2.137 -4.462 -5.333 0.482 -0.266 0.627
C 3.145 -2.629 6.992 -0.367 0.403 -1.105
C 0.900 -2.586 -0.723 1.007 -0.706 0.574
C 3.967 -9.531 -4.094 0.894 -1.212 0.675
C -3.785 3.089 -2.843 0.114 0.656 -1.367
C 1.616 -6.813 -1.703 -1.137 0.314 -2.074
C -0.878 4.519 2.414 -0.420 -0.702 -0.932
C -1.247 -7.202 2.730 -0.672 -0.739 -2.104
C -5.760 1.938 3.180 1.210 -0.057 -1.017
C 1.332 -0.459 -1.904 -0.594 0.355 0.695
C -1.769 -1.183 0.085 -0.379 -0.428 1.150
C -4.949 4.106 -2.698 0.624 0.135 -0.143
C 3.565 -8.228 -3.451 -1.405 1.171 -0.175
C -3.728 -3.232 -2.238 1.972 -0.262 1.973
C -0.589 -5.859 2.450 1.959 0.278 0.884
C 7.428 -1.438 4.290 1.154 -1.965 -0.111
C 5.713 3.438 -1.067 -0.246 1.480 -0.702
C 4.932 4.603 2.009 0.659 1.168 -0.976
C -0.704 -8.358 1.911 0.724 -0.853 -0.529
H 8.188 -1.337 3.515 -0.363 0.711 -0.644
H 0.846 -4.665 -9.048 -0.070 -0.816 0.549
H -2.955 -3.792 -0.344 0.367 -0.160 0.151
H -1.129 -7.555 3.755 -0.327 0.826 0.284
H -4.200 1.333 1.713 -0.229 0.339 0.149
H 8.115 -1.697 5.095 -0.395 0.118 0.672
H -3.353 7.492 -0.397 0.142 -0.365 -0.179
H -7.575 4.807 4.975 -1.404 -0.440 0.344
H 1.001 2.134 4.327 -0.284 -0.360 -0.187
H -1.881 4.092 2.404 -0.786 0.748 0.548
H -3.381 8.430 -1.905 0.394 0.131 0.206
H -4.166 -0.810 -2.923 -0.036 0.205 -0.072
H 2.087 2.198 -6.218 -0.203 -0.019 -0.142
H 1.765 -1.144 -2.634 0.529 0.189 0.171
H 2.273 -1.832 -7.165 -0.054 -0.661 -0.852
H 1.839 0.506 -1.870 0.597 -0.264 0.160
H 6.867 -0.535 4.531 0.005 -0.157 -0.294
H 2.289 2.613 0.897 0.553 -0.980 0.148
H -0.447 -0.965 -2.970 -0.574 -0.789 0.882
H -2.998 -3.303 -7.426 -0.139 -0.397 0.223
H 4.609 -9.673 -1.165 -0.139 -0.078 0.069
H 0.976 -0.045 2.131 0.323 -0.347 1.145
H 2.161 -5.704 -3.403 -0.525 0.267 -0.484
H 2.062 -2.378 -5.626 -0.215 -0.505 0.535
H 2.248 -7.406 -5.063 0.780 -0.483 -0.235
H -1.940 -6.086 -1.028 0.084 0.612 0.841
H -0.397 3.577 2.679 1.169 0.355 -0.142
H -5.322 3.783 -4.714 -0.589 0.034 -0.451
H 6.667 0.088 1.933 0.117 -0.216 -0.187
H -0.744 1.585 -1.414 0.094 0.276 -0.225
H -1.965 0.356 -1.730 -0.139 0.207 0.176
H -4.911 -5.394 -1.697 -0.040 -0.287 -0.270
H 2.243 -3.776 -9.056 0.209 0.666 0.444
H -4.080 2.249 -3.472 -0.141 -0.142 0.078
H 0.390 -0.579 -6.098 0.267 -0.142 0.672
H 2.283 -5.671 -6.850 0.602 -0.188 0.140
H 4.115 -6.122 -4.029 -0.488 -0.015 0.988
H -0.546 0.127 4.439 0.024 0.233 0.636
H -1.985 4.492 4.738 -0.172 -0.043 -0.470
H -1.725 6.345 -1.504 0.110 -0.444 0.044
H 4.790 -5.773 -1.613 0.030 -0.224 -0.484
H 0.145 -3.341 4.635 -0.687 -0.804 0.432
H -0.316 4.473 5.208 0.245 0.134 -0.350
H -2.670 8.093 5.789 -0.542 -0.148 0.012
H 7.436 3.687 1.057 1.145 0.243 0.134
H 2.247 -8.344 0.325 -0.219 -0.090 0.082
H 5.180 4.497 3.065 -0.345 -0.809 0.058
H -1.718 -4.399 -4.329 -0.002 0.193 0.124
H 1.668 -3.102 -1.301 0.428 0.144 -0.004
H 4.568 -7.335 -5.015 0.772 -0.356 -0.106
H -1.733 6.971 -3.117 -0.400 0.568 0.154
H 4.896 2.790 -4.236 -0.015 -0.098 0.100
H 3.581 -1.556 -0.785 -0.501 -0.671 0.029
H -1.605 -2.627 -8.067 0.292 -0.150 -0.453
H 0.288 -6.196 -5.890 -0.128 -0.919 -0.034
H 5.686 2.316 3.159 0.229 0.097 0.889
H -1.731 -1.784 -5.822 -0.205 0.070 0.655
H 0.900 -3.119 0.228 -0.378 -0.081 0.139
H -6.928 4.075 -2.041 -0.317 -0.073 0.085
H 3.362 -4.814 -1.734 -0.471 -0.313 -0.171
H 0.039 0.511 -3.234 0.304 0.598 -0.112
H 5.843 5.017 1.575 0.538 -0.677 -0.267
H -0.987 -5.178 1.698 -0.302 -0.859 -0.991
H 5.088 -1.594 2.808 -0.193 0.111 0.091
H 1.993 4.604 -1.802 0.050 0.216 0.275
H -0.083 -1.368 -7.478 -0.094 -0.205 -0.367
H 2.251 4.192 1.199 0.602 0.784 0.765
H -8.156 4.487 3.340 0.410 0.377 -0.352
H 3.871 -7.837 0.573 0.101 0.350 0.313
H -2.757 -2.740 -2.297 -0.187 1.212 -0.742
H 0.474 -6.457 -3.524 0.122 0.316 -0.315
H -0.368 -2.318 -4.731 -0.900 -0.997 0.626
H 7.471 2.747 2.536 0.237 -0.132 0.082
H 3.509 -10.418 -3.657 -0.537 0.159 0.168
H 7.255 2.090 -1.314 0.392 -0.389 0.446
H 3.606 -3.086 3.833 0.380 0.323 0.381
H -9.995 3.329 4.976 0.052 0.149 -0.591
H -5.234 7.443 -3.432 0.046 0.248 -0.360
H 0.016 -2.835 -1.310 -0.308 0.706 0.348
H -1.698 -1.905 -0.728 0.224 0.563 -0.228
H 3.597 2.749 -6.069 0.080 0.156 -0.306
H 2.215 5.915 -3.037 -0.545 0.489 0.829
H 2.658 -4.497 -5.528 0.044 -0.219 0.013
H 2.400 0.888 -4.243 0.673 -0.677 0.271
H 3.587 3.384 -0.959 -0.213 -1.525 0.542
H 6.004 -0.124 0.276 -0.149 -0.272 0.294
H -1.281 -9.261 2.110 -0.209 0.140 0.270
H 3.820 -9.606 -5.171 -0.136 0.490 0.052
H 1.086 2.726 -4.064 -0.356 -0.324 0.426
H -6.763 2.529 6.178 -0.036 0.882 0.127
H 1.715 2.420 5.836 0.551 -0.079 0.173
H -2.139 1.717 0.452 0.032 0.085 -0.128
H -5.628 4.234 4.953 0.679 -0.550 -0.024
H 5.383 -7.198 -3.391 0.351 0.187 -0.445
H -2.810 -0.867 0.159 -0.130 0.266 -0.395
H 4.956 1.011 -4.531 0.175 0.312 -0.571
H 2.716 1.930 4.396 0.218 0.203 0.267
H -1.943 7.051 1.122 0.108 0.059 -0.639
H -0.532 6.936 5.919 0.156 -0.058 -0.136
H 4.184 -2.654 6.660 0.139 0.178 -0.207
H -2.006 10.010 4.062 -0.195 -0.126 0.190
H -5.498 0.207 2.083 0.014 -0.354 -1.055
H -5.143 6.280 -5.501 0.086 -0.300 -0.395
H -3.880 -3.708 -3.207 -1.074 0.389 -0.094
H -5.867 -0.804 -2.237 0.268 0.558 -0.032
H 4.170 4.735 -0.504 0.387 0.694 0.551
H -5.852 1.696 1.037 0.222 -0.496 -0.262
H -3.949 1.051 3.996 -0.277 -0.588 -0.156
H -8.505 2.602 6.580 -0.085 0.411 -0.600
H -2.986 3.588 -3.391 0.274 -0.139 0.008
H 2.255 2.447 -2.643 -0.788 0.212 0.480
H 4.404 5.556 1.968 -1.093 -0.299 -0.003
H -2.325 -5.527 -5.466 0.214 -0.031 -0.620
H 3.148 -2.310 8.034 -0.338 0.013 0.052
H 5.495 3.403 -2.134 -0.199 0.172 -0.042
H -0.536 1.758 1.227 -0.103 0.535 -0.045
H 8.593 2.212 1.247 0.021 0.535 -0.090
H 2.878 3.064 2.548 -1.007 0.288 0.057
H 2.967 -1.305 0.907 0.267 -1.026 -0.016
H -3.563 7.515 -4.212 -0.324 0.653 0.362
H -0.996 -0.690 3.246 0.142 -0.257 -0.442
H 0.586 -3.082 -9.035 0.333 0.840 0.407
H -4.134 8.847 3.652 0.156 0.342 -0.186
H -4.174 7.195 3.161 0.135 -0.147 -0.303
H -4.606 2.221 5.014 -0.316 0.217 0.090
H -3.490 8.390 2.028 -0.263 0.250 0.004
H 0.462 -6.095 2.286 0.496 0.230 -0.769
H 6.671 -4.428 3.122 0.140 -0.804 -0.022
H 5.024 -9.704 -3.893 0.220 0.118 -0.228
H 5.644 1.440 -1.205 0.116 -0.689 0.497
H -5.382 0.680 5.063 0.026 -0.333 -0.495
H 8.086 -3.675 3.110 0.429 -0.101 -0.107
H -0.713 9.463 3.072 -0.404 -0.442 -0.687
H 0.660 5.031 -2.850 -0.193 -0.356 -0.693
H -3.422 6.582 5.048 -0.327 0.402 0.019
H 0.628 -0.693 6.541 -1.122 -0.328 0.839
H -1.281 -4.679 -1.939 0.416 -0.201 0.185
H -3.357 2.682 -1.926 -0.326 0.212 0.249
H -8.650 0.839 2.852 -1.272 -0.695 0.096
H -3.024 -6.338 2.708 -0.640 0.101 0.309
H -3.648 5.446 -5.078 -0.085 -0.378 -0.048
H 3.677 -0.442 5.368 0.201 -0.061 -0.522
H -3.264 4.638 -0.715 0.737 -0.626 1.153
H -4.964 -4.370 -0.479 -1.027 -0.424 0.462
H 6.477 -2.189 1.937 -0.187 -0.448 -0.445
H 1.356 6.241 2.594 -0.202 -0.116 -0.128
H 7.717 0.106 0.478 0.156 0.225 0.120
H 1.354 5.560 4.222 0.081 -0.384 -0.211
H 0.941 -7.569 -1.302 -0.192 -0.215 -0.415
H 3.389 -0.074 -0.019 -0.985 1.000 -0.725
H 1.550 -8.663 -4.073 -0.381 0.042 0.160
H -3.120 -3.990 -5.342 0.111 0.229 0.013
H 0.646 0.806 7.182 0.663 0.334 -0.192
H 0.330 -8.656 2.082 0.203 0.409 0.133
H 1.263 -0.286 4.518 0.363 -0.094 -0.277
H 3.420 -4.606 3.083 -0.368 -0.084 -0.445
H 2.745 -3.631 6.838 -0.046 0.093 0.396
H 6.381 4.298 -1.012 0.284 0.016 0.526
H -2.291 -5.910 -2.590 -0.964 0.603 -0.592
H 1.011 -3.989 3.297 0.415 0.369 -0.233
H -5.482 -1.916 -3.486 0.260 0.125 -0.500
H -1.960 5.336 -2.999 0.223 -0.438 0.443
H -5.877 5.403 3.793 0.294 -0.091 -0.776
H -0.789 4.801 1.365 0.862 -0.118 -0.014
H -6.526 2.484 -2.650 0.486 0.208 -0.788
H 4.625 1.498 -2.988 -0.347 0.630 0.324
H 3.388 -4.294 -7.149 0.017 -0.095 0.103
H -1.899 -4.348 -8.348 0.084 -0.139 0.248
H -0.440 -3.046 3.029 -0.428 -0.156 -0.309
H 5.898 -2.743 4.819 -0.114 -0.872 0.182
H -4.355 3.518 2.859 0.066 -0.284 -0.142
H -9.814 1.608 4.622 -0.405 0.041 0.077
H 0.896 7.173 3.989 -0.597 0.166 -0.125
H -2.670 -6.924 1.303 0.161 -0.234 -0.394
H -0.623 9.123 4.683 -0.332 -0.461 0.517
H -4.843 7.923 -1.211 -0.256 -0.407 0.060
H -6.556 4.935 -4.112 0.157 -0.001 0.387
H 1.255 -5.843 -1.360 0.229 -0.056 0.865
H 2.512 -6.714 0.936 0.137 0.245 -0.364
H -6.001 2.951 -1.117 0.590 0.201 0.224
H -1.734 5.931 6.679 -0.100 0.042 0.069
H -0.828 -8.219 0.837 0.111 0.354 -0.169
H -9.756 2.680 3.226 -0.883 0.608 0.077
H 4.091 -5.292 -0.225 -0.791 -0.308 0.499
H -7.642 1.210 6.007 -0.763 -0.448 -0.402
H 3.107 -3.045 2.180 -0.502 -0.258 -0.172
H 3.147 -0.046 6.930 -0.532 0.347 0.386
H -1.678 -1.809 0.973 0.462 0.051 0.376
H -1.827 0.845 1.935 0.057 -0.596 -0.074
H -5.861 3.631 1.952 0.167 0.262 -0.172
```
Forces are in eV/Å.

Properties
lowest unoccupied orbital energy (spin up / spin down): -2.395 / -6.426 eV
net charge: +1
expectation value of S²: 0.75
DFT total energy: -4910.579057 a.u.
frontier orbital gap (spin up / spin down): 6.9719 / 2.9403 eV
2S+1: 2

***

Record 3
The following is a quantum chemistry calculation of 2 unconnected molecules or ions with the total composition C5H7N3 at a distorted geometry, from the OMol25 dataset.

```
15
Properties=species:S:1:pos:R:3:forces:R:3
N 1.979 2.368 0.435 0.886 0.955 1.352
N -1.652 -0.651 0.794 -0.006 -1.312 -1.917
N -1.643 0.863 -1.626 -1.802 -0.703 1.506
C 1.479 1.893 -0.470 0.194 -0.242 -0.432
C 0.822 1.188 -1.466 -1.000 -0.285 -0.422
C 0.618 -1.347 0.665 1.995 -2.611 -3.481
C -0.481 -0.627 1.221 0.232 0.665 2.303
C -0.494 1.103 -1.424 0.613 -0.158 -0.961
H -1.984 0.169 -0.857 0.358 0.667 -1.340
H 1.237 0.434 -2.103 0.762 -0.021 -0.176
H 1.312 -0.675 0.025 -0.440 -1.246 2.001
H 1.008 -2.113 1.400 0.473 1.692 -0.296
H -0.117 -0.166 2.150 -0.887 0.387 0.245
H 0.299 -2.107 -0.095 -0.371 0.881 0.168
H -2.384 -0.333 1.351 -1.008 1.333 1.449
```
Forces are in eV/Å.

Properties
lowest unoccupied orbital energy: 0.558 eV
SMILES: [H]/N=C/C.N#CC=C=N
DFT total energy: -358.879202 a.u.
frontier orbital gap: 9.9140 eV
energy above the lowest of the compared OMol25 structures with the same formula, charge and spin: 87.3 kcal/mol

***

The lowest DFT total energy belongs to which entry? C83H190N12O13

***

The highest DFT total energy belongs to which entry? C5H7N3